DFT (wB97M-V/def2-TZVPD) results for a 3-piece molecular cluster, C3H12N2O3 overall in a non-equilibrium geometry.

- Frontier orbital gap: 9.642 eV
- SMILES: NCNCC=O.O.O
- Energy above the lowest of the compared OMol25 structures with the same formula, charge and spin: 58.8 kcal/mol

```
20
Properties=species:S:1:pos:R:3:forces:R:3:mulliken_charge:R:1
N -0.889038 -0.345560 -1.675619 0.07 -0.17 -0.01 -0.5353
C -0.901752 0.212944 -0.353039 -1.33 -1.14 2.59 -0.9165
N 0.290991 0.703570 0.257750 0.09 2.32 -1.58 -0.1341
C 0.937542 1.826082 -0.436995 -0.75 1.22 0.79 -0.5184
C 1.440543 2.587878 0.783426 1.96 -0.50 -0.12 -0.0387
O 2.438832 2.229592 1.372217 -0.46 0.25 -0.15 -0.4807
H -0.108970 -0.983294 -1.786760 0.06 -0.02 0.05 0.2687
H -0.750017 0.400271 -2.335459 -0.03 0.14 -0.42 0.2670
H -1.362953 -0.458422 0.404803 0.69 -0.71 -0.60 0.4836
H -1.753464 0.897045 -0.214476 0.65 0.86 -0.94 0.2916
H 0.997556 0.217034 0.782792 -0.59 -0.97 0.07 0.2983
H 1.646000 1.590394 -1.230316 0.59 -0.23 0.39 0.3147
H 0.268071 2.561086 -0.914640 -0.61 -0.76 0.09 0.3255
H 0.881555 3.454012 1.173974 -0.39 -0.13 -0.20 0.3443
O 0.339478 -1.676687 1.908766 -0.07 1.18 1.13 -0.6474
H 0.943493 -2.355370 2.226027 -0.41 -0.26 -1.00 0.2900
H -0.074765 -1.752677 1.045396 0.60 -1.23 -0.05 0.3774
O -1.098523 -3.264682 -0.309012 -0.72 0.56 0.26 -0.6698
H -1.441607 -2.736336 -1.043048 0.23 -0.04 -0.27 0.3376
H -1.802971 -3.106888 0.344219 0.42 -0.38 -0.01 0.3421
```
Positions in Å, forces in eV/Å.

***

DFT (wB97M-V/def2-TZVPD) results for C3H12N2O3 as an isolated structure in a non-equilibrium geometry.

- Frontier orbital gap: 6.147 eV
- Energy above the lowest of the compared OMol25 structures with the same formula, charge and spin: 181.0 kcal/mol

```
20
Properties=species:S:1:pos:R:3:forces:R:3:mulliken_charge:R:1
C 0.513446 0.606349 -1.079583 -6.55 -5.36 -6.65 -0.1390
N -0.885752 0.782592 -0.875992 4.59 2.54 1.78 -0.1297
C -1.736562 0.253471 0.221286 -2.60 -3.37 0.42 -0.0843
N -1.819233 -1.235342 0.099422 -0.81 -0.02 -0.48 -0.5941
O -1.420457 0.556481 1.416233 1.52 1.51 0.67 -0.7982
C 1.066000 -0.787738 -0.944375 -1.04 -0.26 -1.63 -0.9915
H 1.099588 1.015862 -0.054882 -1.52 2.90 2.07 0.3729
H 0.796564 1.077282 -2.013399 0.72 1.42 0.70 0.4291
H -0.937165 1.757609 -0.539131 -0.66 0.54 -1.48 0.3116
H -2.746038 0.646064 -0.072701 0.29 0.29 -0.48 0.3735
H -2.607970 -1.481087 -0.513047 0.45 0.08 0.02 0.2349
H 0.211309 -1.489576 -1.020416 0.62 0.22 0.45 0.4121
H 1.520698 -0.732621 0.018213 -0.19 -1.99 0.33 0.3396
H 1.853860 -1.015467 -1.674695 -0.26 0.36 0.04 0.3150
H 1.585692 -0.032244 1.618796 0.44 -0.11 0.72 0.3640
H -2.161151 -1.491653 1.027469 0.43 -0.13 -0.14 0.2639
O 1.013361 -0.731184 1.927090 -0.19 -0.43 0.62 -0.7814
H 0.157634 -0.332239 1.679171 -0.72 -0.18 0.61 0.4297
H 2.555291 1.695573 0.453377 -1.36 0.07 -0.45 0.2787
O 1.940888 0.937875 0.327161 6.85 1.93 2.89 -0.6068
```
Positions in Å, forces in eV/Å.

***

Calculated values (eV) of electronic energy for the records, taken in order: -12426.800 -12421.500.